No. 1
Molecular formula: C24H32ClP2Yb
Method: DFT, ωB97M-V/def2-TZVPD

## Properties
Electronic energy in eV: -88021.96328
2S+1: 2
Energy relative to the best compared isomer or geometry (same formula, charge and spin) in kJ/mol: 48.0
HOMO (spin up / spin down) in eV: -14.201 / -14.202
Charge: +2

Atoms and positions in Å:
Yb (-1.54144, -1.68100, -1.12695)
Cl (-0.69812, 0.13923, 0.31182)
P (0.15941, 0.02325, -2.70101)
C (-1.25604, -0.71169, -3.61273)
C (-1.07184, -1.71214, -4.58746)
C (-2.16726, -2.44200, -5.04535)
C (-3.43150, -2.24666, -4.48883)
C (-3.62723, -1.27657, -3.50060)
C (-2.56783, -0.44742, -3.12021)
C (-0.10658, 1.81346, -2.92258)
C (0.61058, 2.66134, -2.05434)
C (0.37872, 4.03398, -2.06598)
C (-0.56325, 4.57607, -2.95274)
C (-1.24680, 3.74654, -3.84403)
C (-1.01779, 2.36542, -3.84383)
C (1.65693, -0.34651, -3.66772)
C (2.66080, -1.12216, -3.03972)
C (3.85624, -1.37551, -3.70826)
C (4.06857, -0.86044, -4.99327)
C (3.06594, -0.11458, -5.62185)
C (1.86170, 0.13996, -4.96468)
H (1.30803, 2.21883, -1.33969)
H (0.90842, 4.68095, -1.37018)
H (-0.77658, 5.64588, -2.93051)
H (-1.98943, 4.17036, -4.52647)
H (-1.56698, 1.72628, -4.53660)
H (-0.07702, -1.89182, -5.00217)
H (-2.03546, -3.17000, -5.84780)
H (-4.27945, -2.83851, -4.84287)
H (-4.61826, -1.14058, -3.05829)
H (-2.73669, 0.34336, -2.37074)
H (2.48895, -1.50579, -2.03012)
H (4.63637, -1.96727, -3.22294)
H (5.01842, -1.04209, -5.49537)
H (3.23028, 0.27432, -6.62484)
H (1.08383, 0.72392, -5.45684)
H (-0.56794, -3.25233, -2.09454)
H (0.05604, -2.79068, -1.88890)
C (-2.81607, -2.28882, 1.73888)
C (-1.43482, -2.62156, 2.31577)
P (-0.07666, -2.89611, 1.08080)
C (1.40110, -2.30953, 2.01523)
C (1.47144, -2.68796, 3.49080)
C (0.23574, -4.72107, 1.00958)
C (-0.21753, -5.59680, 2.16938)
H (-2.84384, -1.87835, 0.71348)
H (-3.28230, -1.51541, 2.36136)
H (-3.47517, -3.16373, 1.76916)
H (-1.09407, -1.78789, 2.94690)
H (-1.48965, -3.51678, 2.95330)
H (2.28155, -2.69108, 1.47413)
H (1.39342, -1.21462, 1.89519)
H (1.65952, -3.75637, 3.64436)
H (2.30839, -2.15001, 3.95158)
H (0.56453, -2.41384, 4.04134)
H (-0.26166, -5.05116, 0.08055)
H (1.31936, -4.83533, 0.84147)
H (-1.29675, -5.53151, 2.34636)
H (0.00850, -6.64078, 1.91788)
H (0.31024, -5.37532, 3.10431)


No. 2
Molecular formula: C2H6OS2
Method: DFT, ωB97M-V/def2-TZVPD

## Properties
Electronic energy in eV: -25888.35277
2S+1: 2
Energy relative to the best compared isomer or geometry (same formula, charge and spin) in kJ/mol: 3.4
HOMO (spin up / spin down) in eV: -0.185 / -3.216
Charge: -1

Atoms and positions in Å:
S (-0.44187, 1.36684, -1.58595)
S (-1.44260, -0.26821, -0.45561)
H (0.16937, 1.79710, -0.48565)
H (-1.23528, -1.25030, -1.33980)
O (1.30939, -1.72265, 0.73499)
C (1.11465, -1.02388, 1.68532)
C (1.40804, 0.44615, 1.71407)
H (0.73912, -1.43287, 2.64917)
H (1.95663, 0.75807, 2.60196)
H (2.06599, 0.55644, 0.85305)
H (0.53813, 1.10549, 1.78204)


No. 3
Molecular formula: C9H6F3O2S
Method: DFT, ωB97M-V/def2-TZVPD

## Properties
Electronic energy in eV: -32512.00378
2S+1: 1
HOMO (spin up / spin down) in eV: -3.105 / -5.581
Charge: -1

Atoms and positions in Å:
C (-2.64432, -0.77910, 0.46780)
C (-2.10880, 0.44817, 0.77420)
C (-1.80345, -1.79905, 0.15987)
C (-0.76032, 0.70756, 0.77566)
C (-0.43449, -1.55149, -0.01518)
C (0.16697, -0.31681, 0.29582)
C (2.28040, -1.05838, -0.82926)
C (1.56490, -0.18594, 0.14634)
C (2.37481, 0.90292, 0.70050)
O (2.71247, -2.16408, -0.73236)
O (2.24983, -0.17170, -1.72124)
F (2.33850, 0.79629, 2.09826)
F (1.92303, 2.19199, 0.46410)
F (3.64738, 0.92793, 0.36022)
S (-1.76725, 2.30110, -2.09886)
H (-3.67731, -0.69991, 0.43741)
H (-2.96833, 1.11784, 0.89609)
H (-2.11196, -2.78762, 0.01855)
H (-0.29950, 1.64780, 0.94691)
H (0.06447, -2.43201, -0.40031)
H (-0.74704, 2.90451, -2.74453)


No. 4
Molecular formula: C5H8O2
Method: DFT, ωB97M-V/def2-TZVPD

## Properties
Structure (SMILES): O=C1CC[C@@H]1CO
Electronic energy in eV: -9408.65319
2S+1: 1
Energy relative to the best compared isomer or geometry (same formula, charge and spin) in kJ/mol: 113.8
HOMO in eV: -9.559

Atoms and positions in Å:
O (-0.44016, 1.97523, -1.38046)
C (0.33758, 0.79896, -1.28738)
C (0.31936, 0.35208, 0.15944)
C (-1.01414, -0.22574, 0.70737)
C (-0.33624, -1.58847, 1.00379)
C (0.95155, -1.02178, 0.40407)
O (2.03410, -1.48244, 0.15901)
H (-0.46131, 2.24784, -2.30521)
H (1.38000, 0.96731, -1.59535)
H (-0.07140, -0.00407, -1.92401)
H (0.75434, 1.13798, 0.78880)
H (-1.40509, 0.29147, 1.58527)
H (-1.80246, -0.27001, -0.04836)
H (-0.72562, -2.45955, 0.46774)
H (-0.23643, -1.85031, 2.06194)


No. 5
Molecular formula: C4H9NO
Method: DFT, ωB97M-V/def2-TZVPD

## Properties
Structure (SMILES): C=C1N[C@@H]1C.O
Electronic energy in eV: -7827.46884
2S+1: 1
Energy relative to the best compared isomer or geometry (same formula, charge and spin) in kJ/mol: 468.1
HOMO in eV: -8.629

Atoms and positions in Å:
C (-2.19006, 0.54578, 0.18785)
C (-0.97081, -0.06091, -0.43771)
N (0.10741, 0.92125, -0.56092)
C (0.25574, -0.16639, 0.33393)
C (0.99120, -0.64837, 1.34572)
O (2.36104, -0.31920, -1.00595)
H (-2.81705, -0.24073, 0.60301)
H (-1.88618, 1.23885, 0.98183)
H (-2.72250, 1.11607, -0.58198)
H (-1.12888, -0.76219, -1.25757)
H (0.58374, 0.80604, -1.45716)
H (1.79072, -1.10796, -0.84567)
H (0.89633, -1.65902, 1.72206)
H (1.82571, -0.13791, 1.82392)
H (2.90359, 0.47466, -0.85136)


No. 6
Molecular formula: C9H12ClN2
Method: DFT, ωB97M-V/def2-TZVPD

## Properties
Electronic energy in eV: -25020.37651
2S+1: 1
Energy relative to the best compared isomer or geometry (same formula, charge and spin) in kJ/mol: 117.2
HOMO (spin up / spin down) in eV: -12.051 / -12.051
Charge: +1

Atoms and positions in Å:
C (-2.51271, -0.57991, 0.50574)
C (-1.94264, -0.35329, -0.73069)
C (-1.73765, -0.59106, 1.64825)
C (-0.55448, -0.11368, -0.82161)
C (0.14495, -0.14766, 0.38709)
C (2.83504, 1.39386, 0.63042)
C (2.47116, 0.23275, 0.17378)
C (0.41155, -0.38964, 2.74629)
C (-0.54005, 0.19592, -3.26830)
N (-0.41266, -0.37263, 1.55545)
N (0.08874, 0.13414, -1.97143)
Cl (3.13472, -1.12502, -0.48437)
H (-3.57309, -0.75059, 0.58652)
H (-2.55016, -0.35427, -1.61960)
H (-2.15378, -0.77063, 2.62458)
H (3.87708, 1.69239, 0.61522)
H (2.14359, 2.11627, 1.02415)
H (1.11982, -1.21534, 2.69813)
H (0.97529, 0.53833, 2.81861)
H (-0.21211, -0.50494, 3.62946)
H (-0.87215, -0.79390, -3.59139)
H (-1.39867, 0.86939, -3.25754)
H (0.18193, 0.57203, -3.98859)
H (1.07627, 0.31749, -1.91016)


No. 7
Molecular formula: C33H51N2OP2PtS2
Method: DFT, ωB97M-V/def2-TZVPD

## Properties
Electronic energy in eV: -83566.22151
2S+1: 1
HOMO in eV: -9.266
Charge: +1

Atoms and positions in Å:
Pt (-0.20032, -0.36713, 0.27146)
C (-5.01842, 0.66477, -0.76974)
C (-3.82302, 0.20717, 0.06276)
C (-3.59972, 1.15347, 1.23736)
P (-2.22092, 0.11687, -0.88874)
C (-2.54742, -1.05423, -2.31524)
C (-1.78732, -2.33493, -1.95384)
C (-2.10452, -0.52303, -3.67334)
C (-2.00742, 1.82547, -1.45954)
C (-2.79282, 2.42717, -2.43424)
C (-2.55192, 3.72857, -2.83544)
C (-1.49172, 4.43307, -2.27584)
C (-0.69792, 3.86147, -1.31244)
C (-0.94832, 2.54957, -0.85544)
N (-0.15372, 1.92697, 0.03076)
C (0.94998, 2.46357, 0.61706)
C (0.95068, 3.64947, 1.36286)
C (2.11108, 4.08477, 1.96596)
C (3.28308, 3.34347, 1.87006)
C (3.29828, 2.16227, 1.15056)
C (2.15468, 1.72917, 0.49486)
P (1.96868, 0.26227, -0.55704)
C (3.64538, -0.57193, -0.45354)
C (3.60538, -2.04183, -0.85794)
C (4.74588, 0.16487, -1.21064)
C (1.67518, 0.92187, -2.28504)
C (2.48968, 2.14537, -2.68274)
C (1.78048, -0.20793, -3.30354)
H (-5.93242, 0.50227, -0.19964)
H (-5.11312, 0.12027, -1.70734)
H (-4.95012, 1.72817, -0.98714)
H (-4.01312, -0.80373, 0.44006)
H (-3.33522, 2.14717, 0.87676)
H (-2.80102, 0.77487, 1.86776)
H (-4.50052, 1.24047, 1.83976)
H (-3.61992, -1.26923, -2.35054)
H (-0.71392, -2.12133, -1.90084)
H (-1.94542, -3.11453, -2.69734)
H (-2.11392, -2.71043, -0.98294)
H (-1.12082, -0.06683, -3.61284)
H (-2.80162, 0.21437, -4.05794)
H (-2.06322, -1.34063, -4.38984)
H (-3.59902, 1.87237, -2.88654)
H (-3.17152, 4.18487, -3.59054)
H (-1.27362, 5.43567, -2.61244)
H (0.14278, 4.40457, -0.90754)
H (0.03488, 4.21527, 1.45856)
H (2.10648, 5.00947, 2.52086)
H (4.18278, 3.69397, 2.35146)
H (4.21188, 1.59367, 1.08706)
H (3.85748, -0.54233, 0.62496)
H (3.38548, -2.16753, -1.91384)
H (2.84458, -2.55483, -0.27614)
H (4.57138, -2.49813, -0.65024)
H (4.67628, -0.03353, -2.27644)
H (5.71768, -0.19173, -0.87374)
H (4.70208, 1.23847, -1.05164)
H (0.62158, 1.22527, -2.24384)
H (3.51208, 1.89337, -2.94254)
H (2.50258, 2.87967, -1.88064)
H (2.03388, 2.61287, -3.55324)
H (2.81138, -0.50003, -3.47834)
H (1.36228, 0.10757, -4.25674)
H (1.22418, -1.07613, -2.95424)
C (1.56078, -1.69993, 4.16176)
C (0.71308, -0.47623, 4.44666)
S (0.05078, 0.27377, 2.89516)
O (-1.14242, -0.54773, 2.56016)
C (-0.67622, 1.77877, 3.68826)
C (-1.73352, 1.37447, 4.69086)
H (2.08428, -2.01333, 5.06426)
H (2.30008, -1.49343, 3.38916)
H (0.92978, -2.51893, 3.82416)
H (1.29368, 0.30597, 4.93166)
H (-0.15462, -0.74363, 5.04406)
H (-1.11072, 2.33757, 2.86146)
H (0.13738, 2.35657, 4.11716)
H (-2.27532, 0.51857, 4.28826)
H (-2.44452, 2.17867, 4.86186)
H (-1.30042, 1.10067, 5.64876)
S (0.76998, -2.62183, 1.04556)
C (0.24758, -4.16903, 0.64076)
N (1.15338, -5.01533, 0.05686)
C (0.88598, -6.31153, -0.21144)
C (-0.33202, -6.84193, 0.08536)
C (-1.30022, -6.01603, 0.70186)
C (-1.01602, -4.70603, 0.96366)
H (2.06688, -4.62623, -0.15184)
H (1.68088, -6.88663, -0.66104)
H (-0.55802, -7.87113, -0.13554)
H (-2.25382, -6.44103, 0.97356)
H (-1.72262, -4.04913, 1.44666)


No. 8
Molecular formula: C2H3NdO
Method: DFT, ωB97M-V/def2-TZVPD

## Properties
Electronic energy in eV: -19433.99771
2S+1: 5
HOMO (spin up / spin down) in eV: -13.411 / -13.497
Charge: +1

Atoms and positions in Å:
C (0.17235, -0.59344, 0.40726)
C (1.22757, 0.16940, 0.74905)
O (-3.23272, 1.03694, -2.58221)
Nd (-1.77792, -0.00980, -1.19934)
H (0.20249, -1.60082, 0.85647)
H (1.98664, -0.14910, 1.47843)
H (1.42159, 1.14681, 0.29034)


No. 9
Molecular formula: C6H9N
Method: DFT, ωB97M-V/def2-TZVPD

## Properties
Structure (SMILES): C/N=C/[C@@H]1C=CC1
Electronic energy in eV: -7855.04826
2S+1: 1
Energy relative to the best compared isomer or geometry (same formula, charge and spin) in kJ/mol: 300.2
HOMO in eV: -8.776

Atoms and positions in Å:
C (2.40842, 0.20463, 0.19990)
N (1.03017, -0.06793, -0.04455)
C (0.27560, -0.54714, 0.84473)
C (-1.22078, -0.36247, 0.62336)
C (-1.37035, 0.97775, -0.17327)
C (-1.25500, 0.08016, -1.38744)
C (-1.49099, -1.04213, -0.70075)
H (2.42589, 1.25259, 0.52517)
H (2.98080, 0.14899, -0.72977)
H (2.86429, -0.41783, 0.98053)
H (0.64068, -1.04651, 1.75355)
H (-1.81758, -0.52873, 1.52899)
H (-0.61175, 1.74315, 0.01922)
H (-2.36961, 1.41233, -0.09256)
H (-0.96622, 0.29356, -2.41061)
H (-1.52359, -2.10043, -0.93651)


No. 10
Molecular formula: C6H6O2S
Method: DFT, ωB97M-V/def2-TZVPD

## Properties
Electronic energy in eV: -21246.12798
2S+1: 1
Energy relative to the best compared isomer or geometry (same formula, charge and spin) in kJ/mol: 253.8
HOMO in eV: -9.431

Atoms and positions in Å:
C (0.87882, 1.37684, 1.81961)
C (0.61592, -0.04424, 1.57291)
C (0.29469, 2.16041, 0.92419)
C (0.16743, -0.27536, 0.34446)
C (-0.16388, -1.74033, -0.34351)
C (-0.81971, -1.51113, -1.67752)
O (0.17864, -2.73872, 0.22232)
O (-0.00461, 1.44312, -1.70337)
S (-0.58026, 1.17667, -0.38497)
H (1.41661, 1.91510, 2.58124)
H (0.96386, -0.89740, 2.25064)
H (0.27328, 3.25829, 0.70306)
H (-1.36415, -2.32030, -2.27999)
H (-0.19965, -1.12260, -2.40405)
H (-1.65700, -0.68036, -1.62502)